{
  "formula": "C44H25Cl5IN8O3S2Y",
  "method": "the ωB97M-V functional and the def2-TZVPD basis",
  "species": ["Y", "C", "C", "C", "C", "C", "C", "C", "C", "C", "C", "C", "C", "C", "C", "C", "N", "H", "H", "H", "H", "H", "H", "H", "H", "H", "H", "C", "O", "C", "C", "C", "C", "C", "C", "N", "N", "C", "C", "C", "C", "O", "C", "N", "C", "C", "C", "C", "H", "H", "H", "H", "H", "H", "H", "H", "H", "H", "H", "H", "Cl", "C", "C", "Cl", "C", "Cl", "C", "O", "C", "Cl", "C", "Cl", "S", "C", "S", "C", "C", "N", "C", "N", "I", "C", "C", "N", "N", "C", "H", "H", "H"],
  "positions_angstrom": [[-0.1235, 0.3844, -0.1815], [-4.7528, 0.2601, -0.7253], [-5.2340, -0.7875, 0.0479], [-4.3569, -1.4568, 0.8811], [-3.0039, -1.0918, 0.9404], [-2.4565, -0.1083, 0.0965], [-3.3979, 0.5591, -0.7106], [-2.1405, -1.7540, 1.9600], [-2.7680, -2.4951, 3.0125], [-2.0198, -3.1630, 3.9176], [-0.6113, -3.0569, 3.8675], [0.2236, -3.6961, 4.8120], [1.5763, -3.5237, 4.7659], [2.1323, -2.6868, 3.7777], [1.3452, -2.0624, 2.8519], [-0.0592, -2.2463, 2.8544], [-0.8288, -1.6325, 1.8914], [-5.4253, 0.8193, -1.3666], [-6.2761, -1.0806, 0.0041], [-4.7416, -2.2803, 1.4690], [-3.0564, 1.3563, -1.3624], [-3.8428, -2.5008, 3.0934], [-2.4851, -3.7378, 4.7116], [-0.2359, -4.3148, 5.5743], [2.2177, -4.0102, 5.4894], [3.2030, -2.5259, 3.7533], [1.7702, -1.3828, 2.1334], [-5.9592, -0.5061, 6.3913], [-4.6283, -0.9403, 6.2400], [-3.6373, -0.0327, 6.5128], [-2.3346, -0.4723, 6.2781], [-1.2635, 0.3671, 6.4837], [-1.4705, 1.6649, 6.9508], [-2.7596, 2.0757, 7.2379], [-3.8544, 1.2489, 6.9992], [-0.3886, 2.5345, 7.3227], [0.6191, 2.6587, 6.6001], [0.7105, 2.1687, 5.2800], [1.9544, 1.6516, 4.9511], [2.2374, 1.0622, 3.7289], [1.2692, 1.0140, 2.7124], [1.4718, 0.4940, 1.5714], [-0.0121, 1.6475, 3.0061], [-0.8882, 1.6842, 1.9721], [-2.0214, 2.3281, 2.1149], [-2.3381, 3.0336, 3.2868], [-1.4729, 2.9963, 4.3424], [-0.2814, 2.2422, 4.2549], [-6.5894, -1.3480, 6.1132], [-6.1783, 0.3408, 5.7337], [-6.1736, -0.2204, 7.4261], [-2.1837, -1.4747, 5.9058], [-0.2609, 0.0208, 6.2679], [-2.9089, 3.0702, 7.6405], [-4.8493, 1.6167, 7.2013], [2.7166, 1.6982, 5.7207], [3.2190, 0.6633, 3.5121], [-2.6997, 2.3110, 1.2708], [-3.2523, 3.6096, 3.3345], [-1.6834, 3.5669, 5.2360], [-3.8187, -0.8919, -6.9860], [-2.9609, -0.2972, -5.6021], [-2.4013, -1.1772, -4.6819], [-2.5640, -2.8862, -4.9166], [-1.7196, -0.6986, -3.5793], [-1.0109, -1.7683, -2.4251], [-1.5498, 0.6866, -3.3137], [-0.9545, 1.1358, -2.2940], [-2.1367, 1.5550, -4.2818], [-1.9705, 3.2444, -3.9918], [-2.8168, 1.0731, -5.3840], [-3.5145, 2.1859, -6.5152], [0.8657, 2.9888, -0.4561], [1.9617, 2.4181, -1.6522], [2.1500, 0.7039, -1.8919], [2.7064, 3.3011, -2.4267], [2.5875, 4.7134, -2.2899], [2.5195, 5.8634, -2.2217], [3.6690, 2.8529, -3.3759], [4.4585, 2.5414, -4.1587], [2.5645, -5.9042, 0.4981], [2.2677, -3.9306, 0.0133], [3.2314, -2.9548, -0.1368], [2.5769, -1.8174, -0.3897], [1.2526, -1.9852, -0.4125], [1.0468, -3.2690, -0.1597], [4.3044, -2.9963, -0.0855], [2.9220, -0.8677, -0.5904], [0.0459, -3.6625, -0.1047]],
  "mulliken_charge": [0.202, -0.918, -0.850, -1.015, 0.630, 0.741, -0.369, 0.737, -0.899, -1.534, 1.124, -0.690, -1.035, -1.149, 0.254, -0.065, 1.208, 0.458, 0.358, 0.401, 0.496, 0.285, 0.282, 0.405, 0.388, 0.478, 0.512, -0.967, -0.421, 0.913, -0.189, -0.055, -0.517, -0.437, -0.647, -0.691, -0.505, 0.376, -0.131, -0.626, 0.221, -0.543, -0.840, 1.175, -0.423, -1.319, -0.827, 0.927, 0.240, 0.385, 0.360, 0.437, 0.483, 0.428, 0.382, 0.383, 0.480, 0.434, 0.440, 0.605, -0.245, 0.315, -0.014, -0.233, 0.973, -0.241, -1.518, -0.028, 0.471, -0.190, 0.213, -0.226, -0.571, 1.187, -0.670, 0.382, -0.019, -0.647, 0.051, -0.673, 0.048, -0.990, -0.179, 0.025, 0.144, -0.358, 0.503, -0.088, 0.611],
  "de_lowest_kj_mol": 67.4,
  "total_charge": -2,
  "gap_ev": 5.557
}

***

{
  "formula": "C4H5N3O",
  "method": "the ωB97M-V functional and the def2-TZVPD basis",
  "species": ["C", "C", "C", "C", "H", "H", "H", "H", "H", "N", "N", "N", "O"],
  "positions_angstrom": [[-0.3237, -2.1013, -1.1469], [-0.4023, -1.4620, 0.2986], [0.7415, 0.2821, 0.4269], [-0.6196, 0.0156, 0.0101], [0.3573, -1.1835, -1.6552], [-1.1282, -2.0632, -2.0923], [0.0375, -3.1367, -1.1580], [-1.0091, -1.6112, 1.1435], [-1.7900, 1.6218, -0.6039], [0.9571, 1.5540, 0.5701], [-0.1391, 2.2026, -0.0647], [-0.9405, 1.2384, -0.4055], [1.0018, -1.1249, 0.7669]],
  "mulliken_charge": [-0.985, 0.384, 0.450, -0.211, 0.264, 0.248, 0.302, 0.411, 0.252, -0.410, -0.594, 0.257, -0.368],
  "de_lowest_kj_mol": 712.6,
  "smiles": "C[C@H]1Oc2nn[nH]c21",
  "total_charge": 0,
  "gap_ev": 9.586
}

***

{
  "formula": "C3H10N2",
  "method": "the ωB97M-V functional and the def2-TZVPD basis",
  "species": ["N", "C", "C", "C", "N", "H", "H", "H", "H", "H", "H", "H", "H", "H", "H"],
  "positions_angstrom": [[0.7233, -0.8980, 0.9777], [0.4554, 0.2302, 0.1517], [0.5497, 1.5804, 0.9524], [-0.8558, 0.1773, -0.6958], [-0.9044, -1.1161, -1.3834], [1.5507, -1.4106, 0.7125], [0.0853, -1.1259, 1.7104], [1.0990, 0.3032, -0.7722], [0.7934, 2.4913, 0.3828], [1.3596, 1.4007, 1.6613], [-0.4270, 1.6966, 1.4107], [-1.7464, 0.4941, -0.1412], [-0.8669, 1.0360, -1.4127], [-0.0540, -1.6342, -1.2130], [-1.0191, -0.9653, -2.3827]],
  "mulliken_charge": [-0.479, 0.200, -1.238, -0.540, -0.547, 0.199, 0.158, 0.248, 0.312, 0.359, 0.296, 0.273, 0.288, 0.231, 0.239],
  "de_lowest_kj_mol": 89.7,
  "smiles": "C[C@@H](N)CN",
  "total_charge": 0,
  "gap_ev": 9.781
}

***

{
  "formula": "C14H29N2O8P",
  "method": "the ωB97M-V functional and the def2-TZVPD basis",
  "species": ["C", "C", "C", "C", "P", "O", "O", "O", "C", "O", "O", "C", "O", "H", "H", "H", "H", "H", "H", "H", "C", "C", "C", "O", "C", "N", "H", "H", "H", "H", "H", "H", "H", "H", "H", "H", "H", "C", "C", "C", "O", "C", "N", "H", "H", "H", "H", "H", "H", "H", "H", "H", "H", "H"],
  "positions_angstrom": [[1.4529, -1.0677, -1.5582], [0.2929, -0.7849, -2.5367], [-0.6245, 0.1754, -1.9090], [-1.8618, 0.0577, -1.4248], [-2.8966, -1.4044, -1.4828], [-2.4975, -2.2546, -2.6184], [-2.8097, -2.1405, -0.0915], [-4.3874, -0.8774, -1.5703], [-2.2611, 1.3615, -0.8464], [-3.2998, 1.7320, -0.4196], [-1.1606, 2.2200, -0.9246], [-0.1954, 1.5998, -1.6683], [0.7759, 2.1501, -2.0845], [2.2027, -0.2869, -1.6520], [1.0619, -1.0017, -0.5410], [1.8720, -2.0575, -1.6965], [-0.2488, -1.6914, -2.7931], [0.6797, -0.3528, -3.4619], [-2.2901, -2.9483, -0.2489], [-4.4540, -0.2943, -2.3423], [0.1163, 7.3486, 0.7334], [-0.3677, 5.9184, 0.5152], [-0.7300, 5.1758, 1.8079], [0.3764, 4.7359, 2.5719], [0.9474, 5.7031, 3.4298], [0.6167, 5.1950, -0.2920], [1.1466, 7.3743, 1.0884], [0.0871, 7.8990, -0.2063], [-0.5094, 7.8753, 1.4567], [-1.2909, 5.9706, -0.0702], [-1.2716, 4.2666, 1.5350], [-1.4002, 5.7817, 2.4332], [0.1828, 6.3675, 3.8441], [1.7064, 6.3033, 2.9218], [1.4276, 5.1694, 4.2496], [0.2430, 4.2804, -0.5252], [1.4173, 4.9963, 0.3018], [1.7154, -6.8725, 0.7671], [1.5112, -5.4928, 1.3848], [0.2270, -4.7839, 0.9358], [0.2696, -4.2344, -0.3719], [0.0233, -5.1621, -1.4206], [2.7115, -4.6846, 1.1580], [2.0683, -6.8058, -0.2616], [2.4689, -7.4225, 1.3289], [0.7916, -7.4539, 0.7767], [1.4136, -5.6311, 2.4656], [0.0647, -3.9300, 1.5993], [-0.6435, -5.4460, 1.0363], [-0.7229, -5.9060, -1.1293], [0.9422, -5.6670, -1.7246], [-0.3539, -4.5972, -2.2732], [2.6421, -3.8127, 1.6741], [2.7304, -4.4105, 0.1797]],
  "mulliken_charge": [-1.273, -0.449, 0.312, 0.297, 0.914, -0.718, -0.550, -0.511, 0.172, -0.511, -0.178, 0.414, -0.513, 0.421, 0.383, 0.298, 0.393, 0.349, 0.320, 0.372, -1.517, 0.456, -0.595, -0.379, -0.651, -0.652, 0.284, 0.376, 0.353, 0.385, 0.267, 0.401, 0.301, 0.230, 0.258, 0.184, 0.322, -1.422, 0.285, -0.798, -0.090, -0.884, -0.719, 0.289, 0.353, 0.345, 0.409, 0.342, 0.444, 0.381, 0.260, 0.262, 0.278, 0.301],
  "de_lowest_kj_mol": 15.6,
  "smiles": "CCC1=C(P(=O)(O)O)C(=O)OC1=O.COC[C@@H](C)N.COC[C@@H](C)N",
  "total_charge": 0,
  "gap_ev": 7.680
}

***

{
  "formula": "C5H13NO3S",
  "method": "the ωB97M-V functional and the def2-TZVPD basis",
  "species": ["C", "C", "C", "C", "C", "N", "O", "O", "O", "S", "H", "H", "H", "H", "H", "H", "H", "H", "H", "H", "H", "H", "H"],
  "positions_angstrom": [[0.3949, -1.7338, -1.0096], [-2.0366, 0.2160, -0.0995], [1.7005, 1.9598, -0.5155], [0.5297, -0.3822, -0.1847], [-0.6871, 0.1302, 0.5874], [0.9412, 0.7909, -1.0963], [-0.7695, -2.1849, 1.7294], [0.8340, -0.5325, 2.4790], [-1.6049, -0.3844, 3.1425], [-0.5624, -0.8499, 2.1729], [-0.3760, -1.7745, -1.7780], [1.1680, -2.3473, -1.3440], [-0.0540, -2.4673, -0.2145], [-2.3787, -0.7960, -0.2751], [-2.7214, 0.9225, 0.3792], [-2.0854, 0.6299, -1.1875], [2.4662, 1.5459, 0.1322], [1.9450, 2.6431, -1.2338], [0.9489, 2.4823, 0.0829], [1.1603, -0.5834, 0.7113], [-0.4531, 1.1472, 0.9559], [0.1353, 1.1795, -1.4870], [1.5052, 0.3889, -1.9471]],
  "mulliken_charge": [-1.485, -1.407, -0.922, 0.167, -0.112, -0.142, -0.667, -0.723, -0.660, 1.173, 0.375, 0.501, 0.303, 0.357, 0.358, 0.299, 0.354, 0.433, 0.332, 0.368, 0.235, 0.423, 0.440],
  "de_lowest_kj_mol": 205.2,
  "smiles": "C[NH2+][C@H](C)[C@@H](C)S(=O)(=O)[O-]",
  "total_charge": 0,
  "gap_ev": 8.209
}

***

{
  "formula": "C3H5N3",
  "method": "the ωB97M-V functional and the def2-TZVPD basis",
  "species": ["N", "C", "C", "C", "N", "N", "H", "H", "H", "H", "H"],
  "positions_angstrom": [[0.5202, 0.6922, 1.7816], [-0.0740, 0.3777, 0.4863], [-0.2099, 0.7754, -1.1374], [-0.2840, -0.4859, -1.7624], [-0.6217, -1.4109, -0.8560], [-0.3693, -0.9118, 0.3616], [0.6430, 1.6406, 2.0962], [1.1343, 0.0355, 2.2877], [-0.5088, 1.7346, -1.5883], [0.0947, -0.8860, -2.7438], [-0.3327, -1.6312, 1.0718]],
  "mulliken_charge": [-0.449, 0.278, -0.433, -0.150, -0.837, 0.282, 0.200, 0.198, 0.310, 0.336, 0.267],
  "de_lowest_kj_mol": 329.5,
  "smiles": "Nc1ccn[nH]1",
  "total_charge": 0,
  "gap_ev": 8.448
}

***

{
  "formula": "C9H7Cl3HfN2O4S",
  "method": "the ωB97M-V functional and the def2-TZVPD basis",
  "species": ["Hf", "Cl", "C", "C", "C", "C", "C", "Cl", "C", "S", "H", "H", "H", "O", "Cl", "O", "O", "O", "N", "C", "C", "C", "N", "H", "H", "H", "H"],
  "positions_angstrom": [[0.0403, -0.2709, -0.0592], [2.6392, 0.0444, -0.0615], [3.4129, -1.5354, -0.0322], [4.7863, -1.5751, -0.0689], [5.3816, -2.8286, -0.0393], [4.6125, -3.9787, 0.0247], [3.2277, -3.9018, 0.0633], [2.3088, -5.3471, 0.1420], [2.5971, -2.6536, 0.0351], [0.8426, -2.5464, 0.0943], [5.3759, -0.6697, -0.1192], [6.4603, -2.9016, -0.0680], [5.0837, -4.9517, 0.0455], [-1.0699, 3.1501, -1.0718], [-0.8086, 2.4518, 0.1042], [-0.8396, 3.1521, 1.3072], [0.5578, 1.7241, -0.0317], [-1.6367, 1.1834, 0.1824], [-2.9083, -1.2927, 0.8252], [-3.8457, -2.1868, 0.5130], [-3.4147, -2.8890, -0.6006], [-2.1870, -2.3422, -0.9112], [-1.8575, -1.3649, -0.0316], [-2.9651, -0.5749, 1.5338], [-4.7533, -2.2712, 1.0910], [-3.9305, -3.6796, -1.1176], [-1.5196, -2.6063, -1.7165]],
  "mulliken_charge": [1.506, -0.110, 1.245, -0.976, -0.399, -0.671, 0.151, -0.161, 0.238, -0.240, 0.461, 0.408, 0.458, -0.404, 1.607, -0.421, -0.612, -0.636, -0.132, -0.040, -0.826, -0.136, 0.105, 0.216, 0.472, 0.417, 0.479],
  "de_lowest_kj_mol": 67.4,
  "total_charge": 2,
  "gap_ev": 5.501
}

***

{
  "formula": "C5H13NO",
  "method": "the ωB97M-V functional and the def2-TZVPD basis",
  "species": ["C", "C", "C", "O", "N", "H", "H", "H", "H", "H", "H", "H", "C", "C", "H", "H", "H", "H", "H", "H"],
  "positions_angstrom": [[-1.4408, 0.5191, 0.0916], [-2.6246, 1.3601, -0.4306], [-0.3720, 1.4744, 0.5877], [-0.3545, 1.8650, 1.7815], [0.7396, 1.5447, -0.1133], [-1.8918, -0.0612, 0.9011], [-0.9262, -0.2176, -0.5229], [-2.2878, 2.1443, -1.1066], [-2.9092, 1.9813, 0.4260], [1.6044, 1.9284, 0.2313], [0.5984, 1.2873, -1.0718], [-3.4887, 0.8628, -0.8529], [2.2167, -2.3424, -0.9757], [1.5280, -3.6504, -0.4809], [1.4270, -1.5965, -0.9092], [2.9465, -2.1442, -0.1845], [2.7805, -2.4736, -1.8908], [2.2257, -4.2345, 0.1136], [1.2832, -4.2623, -1.3522], [0.5784, -3.4930, 0.0251]],
  "mulliken_charge": [-0.305, -1.105, 0.757, -0.172, -0.295, 0.320, 0.194, 0.341, 0.347, 0.263, 0.252, 0.368, -0.158, -0.869, -0.348, 0.241, 0.348, 0.272, 0.263, 0.286],
  "de_lowest_kj_mol": 193.3,
  "total_charge": 1,
  "gap_ev": [9.793, 5.372],
  "multiplicity": 2
}